{"formula": "C32H49ClF9N4O5", "method": "ωB97M-V/def2-TZVPD", "total_charge": 1, "homo_energy_ha": -0.387, "lumo_ev": -2.20, "e_tot_ha": -3202.41249, "homo_lumo_gap_ha": 0.306, "species": ["Cl", "F", "F", "F", "F", "F", "F", "F", "F", "F", "O", "O", "O", "O", "O", "N", "N", "N", "N", "C", "C", "C", "C", "C", "C", "C", "C", "C", "C", "C", "C", "C", "C", "C", "C", "C", "C", "C", "C", "C", "C", "C", "C", "C", "C", "C", "C", "C", "C", "C", "C", "H", "H", "H", "H", "H", "H", "H", "H", "H", "H", "H", "H", "H", "H", "H", "H", "H", "H", "H", "H", "H", "H", "H", "H", "H", "H", "H", "H", "H", "H", "H", "H", "H", "H", "H", "H", "H", "H", "H", "H", "H", "H", "H", "H", "H", "H", "H", "H", "H"], "positions_angstrom": [[2.566, -4.028, -3.134], [-3.010, 2.084, 3.137], [-1.552, -0.270, 3.109], [-1.079, -2.353, 0.392], [-2.017, 1.636, 0.761], [-0.073, -1.943, 2.213], [-4.518, 1.924, 1.624], [-2.706, -1.595, 1.983], [-4.336, 0.321, 3.039], [-3.488, 0.085, 0.328], [4.359, 1.284, -0.675], [-8.550, 4.469, -2.173], [2.386, 1.698, -5.255], [0.516, 0.739, 0.889], [1.167, 2.510, 1.970], [1.830, -2.420, 0.692], [-9.242, 1.787, -1.426], [1.791, -1.192, -0.064], [-0.083, 1.277, -1.420], [-0.367, -0.104, -1.012], [-7.598, 3.435, -2.309], [-0.589, -1.320, 1.108], [0.452, -0.524, 0.278], [0.442, 1.045, 5.757], [3.885, -3.653, 1.744], [5.264, -3.098, -2.923], [-0.504, -1.121, -2.145], [-7.426, 2.449, 0.049], [5.203, -2.836, 1.764], [-3.636, 1.210, 2.356], [3.116, 0.992, -0.160], [0.343, 1.372, 4.441], [2.928, -3.025, -1.621], [-7.842, 2.219, -1.400], [2.594, -2.812, 1.852], [1.383, 0.127, 6.180], [4.029, 1.855, 0.650], [0.938, 1.323, 2.079], [2.968, -0.445, 0.413], [2.789, -0.791, -2.520], [2.221, -0.404, 5.247], [3.115, 0.813, -4.386], [2.113, -0.076, 3.925], [2.161, 0.424, -3.223], [-2.668, 0.578, 1.278], [1.157, 0.809, 3.488], [4.473, -2.845, -1.610], [2.016, -1.706, -1.536], [-8.309, 5.376, -1.112], [0.701, -2.107, -2.255], [-1.804, -0.589, 1.819], [1.910, -3.474, 2.394], [-7.395, 1.501, 0.587], [-6.430, 2.895, 0.104], [4.878, -3.614, -0.953], [3.973, 2.914, 0.454], [1.167, -3.120, 0.412], [1.447, -0.153, 7.221], [3.860, -4.429, 0.978], [5.810, -2.946, 0.867], [-1.404, -1.723, -2.028], [-7.229, 1.399, -1.788], [0.904, -2.078, -3.316], [1.962, 1.123, -5.897], [3.759, -0.440, -2.161], [2.100, 1.335, -2.635], [-9.496, 1.546, -2.380], [-8.122, 3.096, 0.583], [-8.783, 6.322, -1.371], [5.832, -3.156, 2.595], [3.939, -0.888, 0.217], [6.261, -2.690, -2.720], [-7.680, 3.099, -3.347], [-1.406, -0.010, -0.684], [-0.187, 1.340, -2.426], [-7.240, 5.551, -0.964], [3.923, -4.208, 2.685], [4.005, 1.320, -4.021], [-0.215, 1.501, 6.485], [-0.680, -0.570, -3.067], [4.731, 1.389, 1.326], [2.975, -1.095, 5.602], [2.793, -2.081, 2.633], [2.672, -3.829, -0.948], [1.212, 0.245, -3.728], [2.248, 1.475, -0.586], [-8.761, 5.020, -0.183], [-0.396, 2.106, 4.143], [4.858, -1.895, -1.244], [5.021, -1.775, 1.948], [0.342, -3.088, -1.956], [-6.580, 3.828, -2.185], [3.069, -1.410, -3.373], [5.427, -4.153, -3.113], [2.929, -0.174, 1.460], [-9.816, 2.601, -1.222], [3.364, -0.062, -4.995], [-0.783, 1.910, -1.057], [2.825, -0.499, 3.231], [4.892, -2.540, -3.778]], "atomic_forces_ev_per_a": [[-0.100, 0.423, 0.114], [0.158, -0.591, 0.276], [1.230, 0.608, -0.477], [-0.100, 0.348, -0.744], [0.367, -0.253, 0.129], [0.299, 0.515, 0.029], [0.224, -0.139, 0.194], [0.045, -0.155, -0.732], [0.558, 0.047, 0.231], [0.355, -0.144, -0.281], [0.337, -0.212, -0.651], [0.200, 0.058, 0.071], [0.496, -0.064, 0.276], [0.922, -0.585, 0.572], [-0.762, -1.476, -0.459], [0.168, -0.521, 0.306], [0.083, 0.040, -0.226], [1.043, -2.827, 1.177], [0.456, -0.340, -0.812], [-1.876, 0.785, -0.167], [0.037, -0.192, -0.255], [0.790, -1.741, 1.611], [-2.195, 2.120, -0.786], [-0.191, -0.050, 1.171], [0.633, 0.511, 0.370], [0.528, 0.779, 0.721], [0.975, -0.357, 0.441], [0.171, -0.115, 0.078], [0.010, -0.162, -0.049], [-0.777, 0.655, -0.886], [-0.048, 0.045, 1.332], [-1.062, 1.170, -0.431], [0.639, -0.598, -0.203], [-0.194, 0.244, 0.251], [0.363, -1.211, 1.139], [-0.593, 0.352, 0.473], [0.532, -0.571, -2.460], [1.798, 2.640, 0.864], [0.648, 3.371, -0.297], [-0.216, 1.587, -0.056], [0.923, -0.892, 0.777], [-1.361, 0.028, -0.399], [0.654, -0.258, -1.318], [1.234, 0.252, -0.660], [-1.023, 0.441, 0.021], [-0.597, -0.966, -0.857], [0.620, -0.756, -0.461], [0.275, -0.779, -3.170], [-0.248, 0.026, -0.051], [-1.286, 1.442, 0.464], [-1.801, -0.364, 0.935], [-0.277, 0.108, -0.263], [-0.061, -0.008, -0.027], [-0.028, 0.054, -0.005], [-0.216, 0.142, 0.289], [-0.189, 0.209, 1.069], [-0.247, 0.430, -0.402], [0.078, -0.007, 0.035], [-0.070, 0.222, -0.203], [-0.083, 0.143, -0.040], [-0.005, 0.077, 0.275], [-0.009, 0.031, -0.092], [0.399, -0.679, 0.015], [-0.101, 0.257, -0.174], [-0.168, -0.139, 0.405], [-0.330, -0.246, 0.255], [-0.002, -0.123, 0.041], [-0.026, 0.031, -0.070], [0.007, -0.024, -0.060], [0.007, -0.083, -0.048], [-0.464, -0.845, -0.186], [-0.012, -0.045, -0.102], [-0.067, 0.031, 0.001], [0.270, -0.534, 0.585], [0.262, 0.003, 0.013], [0.016, -0.060, 0.028], [-0.351, -0.105, -0.051], [0.056, -0.027, -0.098], [-0.067, 0.059, -0.086], [0.273, -0.003, -0.041], [-0.372, 0.408, 0.732], [0.140, -0.044, -0.300], [-0.261, 0.376, -0.602], [-0.154, 0.568, 0.586], [-0.123, -0.242, 0.298], [-0.166, -0.048, -0.233], [0.132, 0.037, 0.084], [0.003, -0.044, -0.055], [-0.556, 0.082, 0.246], [-0.018, 0.009, -0.140], [0.261, -0.126, -0.040], [-0.009, 0.019, 0.117], [-0.222, -0.591, 0.329], [-0.405, -0.017, -0.319], [-0.622, -1.081, 0.210], [-0.013, -0.043, 0.103], [0.435, -0.103, 0.354], [0.185, -0.053, 0.351], [-0.036, 0.158, 0.221], [-0.136, -0.306, -0.138]]}